# 1
193
Properties=species:S:1:pos:R:3:mulliken_charge:R:1 method="wB97M-V/def2-TZVPD" gap_ev=10.011 charge=0 lumo_ev=0.038 e_homo_ev=-10.0 de_lowest_kcal_mol=12.2
C 2.69 -4.92 3.27 -1.3281
C 2.81 -3.50 3.89 0.2692
O 4.17 -3.13 4.07 -0.0137
C 4.66 -3.00 5.27 0.4676
O 4.06 -3.02 6.31 -0.5938
C 6.22 -2.99 5.15 0.8482
F 6.78 -2.78 6.35 -0.2830
F 6.65 -4.12 4.65 -0.2498
F 6.67 -2.05 4.30 -0.2006
H 3.20 -4.86 2.27 0.2615
H 1.61 -5.13 3.21 0.3861
H 3.21 -5.68 3.94 0.3365
H 2.31 -3.56 4.84 0.6197
H 2.35 -2.75 3.25 -0.4048
C 3.80 -2.37 -2.94 -1.1844
C 2.59 -2.81 -3.72 0.9405
O 1.76 -3.51 -2.79 -0.2013
C 0.52 -3.90 -3.12 0.1042
O -0.06 -3.78 -4.13 -0.3791
C -0.11 -4.66 -1.89 0.9495
F 0.60 -4.52 -0.76 -0.1734
F -1.31 -4.24 -1.67 -0.2769
F -0.34 -5.95 -2.18 -0.3140
H 4.27 -3.26 -2.61 0.5483
H 3.47 -1.87 -2.03 -0.2070
H 4.53 -1.76 -3.48 0.4642
H 2.84 -3.44 -4.58 0.5980
H 2.07 -1.96 -4.11 -0.7579
O 6.94 -2.71 -1.22 -0.6464
C 6.65 -1.84 -0.42 0.3084
O 6.61 -0.54 -0.78 -0.4132
C 6.08 0.25 0.30 0.5140
C 6.26 -0.60 1.55 1.3463
C 6.18 -2.00 1.01 -0.1783
H 4.97 0.41 0.19 -0.4229
H 6.71 1.15 0.22 0.2085
H 5.56 -0.40 2.32 -1.6495
H 7.28 -0.46 1.96 0.5242
H 5.15 -2.32 1.04 0.0545
H 6.84 -2.77 1.35 0.3334
O -4.83 -1.55 3.41 -0.5890
C -5.57 -0.60 3.39 0.6855
O -5.34 0.24 4.46 -0.3279
C -6.06 1.48 4.29 -0.3653
C -6.59 1.47 2.84 -0.0989
C -6.65 -0.07 2.52 -0.3938
H -5.36 2.31 4.43 0.1033
H -6.75 1.55 5.11 0.3757
H -5.85 1.99 2.20 -0.0855
H -7.52 2.06 2.71 0.4103
H -6.48 -0.30 1.48 0.1326
H -7.56 -0.59 2.84 0.3230
O -1.43 -1.04 -2.64 0.0086
C -2.60 -1.22 -2.28 -0.2409
O -3.12 -0.58 -1.21 -0.0462
C -4.53 -0.87 -1.04 0.1770
C -4.80 -2.18 -1.85 -0.9761
C -3.64 -2.12 -2.89 0.3116
H -5.09 0.07 -1.34 0.5492
H -4.69 -1.06 0.07 -0.4785
H -5.81 -2.18 -2.23 0.6445
H -4.67 -3.14 -1.31 0.2103
H -3.87 -1.59 -3.81 0.4417
H -3.25 -3.13 -3.17 -0.2987
O 1.90 2.51 6.08 -0.6610
C 2.84 1.95 5.59 0.4242
O 3.98 2.63 5.41 -0.3803
C 5.00 1.80 4.78 -0.1116
C 4.52 0.37 5.06 1.2362
C 3.02 0.51 5.10 0.4322
H 5.92 2.07 5.28 0.4478
H 5.04 2.04 3.70 -0.3319
H 4.89 0.08 6.06 0.3777
H 4.82 -0.30 4.26 -1.3159
H 2.53 -0.21 5.73 0.5635
H 2.53 0.43 4.15 -0.8322
O -0.78 2.30 -4.84 -0.4854
C 0.35 2.17 -4.52 0.0546
O 0.78 1.06 -3.89 0.3340
C 2.15 1.18 -3.45 0.8618
C 2.73 2.39 -4.22 -0.8572
C 1.56 3.16 -4.75 -1.1224
H 2.68 0.29 -3.72 -0.2200
H 2.16 1.36 -2.37 -0.4296
H 3.46 2.20 -4.97 0.3790
H 3.23 2.94 -3.43 0.4356
H 1.43 3.34 -5.78 0.4236
H 1.37 4.08 -4.24 0.3472
O 3.15 0.11 1.87 0.2390
C 2.20 -0.13 1.19 -0.8350
O 2.34 -0.86 0.04 0.0739
C 1.02 -1.02 -0.63 1.8507
C 0.21 0.16 -0.13 2.2932
C 0.79 0.36 1.30 1.6650
H 0.61 -1.99 -0.29 -1.4566
H 1.12 -1.07 -1.70 -1.0685
H -0.86 -0.05 -0.12 -0.3793
H 0.39 1.02 -0.76 -0.9805
H 0.34 -0.21 2.11 -0.8489
H 0.83 1.43 1.63 -0.8328
O -0.09 -2.05 5.18 -0.6047
C -0.59 -1.01 5.02 0.0776
O 0.07 0.02 4.26 0.4941
C -0.66 1.26 4.40 0.4758
C -2.10 0.82 4.63 -0.2846
C -1.92 -0.50 5.44 -0.8181
H -0.65 1.79 3.43 -0.5991
H -0.30 1.97 5.15 0.2818
H -2.66 0.68 3.75 -0.0680
H -2.63 1.61 5.19 0.6712
H -2.76 -1.17 5.34 0.3394
H -1.71 -0.44 6.51 0.4317
O -0.92 -5.74 1.65 -0.6090
C -1.47 -4.68 1.72 -0.1605
O -2.65 -4.45 1.10 -0.3774
C -3.01 -3.10 1.11 0.4301
C -2.14 -2.48 2.24 0.8451
C -0.90 -3.35 2.23 0.6548
H -4.07 -3.02 1.30 0.2791
H -2.85 -2.69 0.10 -0.7909
H -2.64 -2.52 3.23 0.0070
H -1.87 -1.39 2.05 -0.5802
H -0.44 -3.44 3.17 0.4954
H -0.16 -3.09 1.47 -0.5063
O -0.01 3.46 -1.08 -0.2067
C -1.04 3.66 -1.66 0.0625
O -1.41 4.91 -2.25 -0.4161
C -2.44 4.70 -3.15 -0.4951
C -3.21 3.46 -2.74 -1.0467
C -2.13 2.62 -1.96 1.7677
H -2.08 4.48 -4.16 0.1618
H -3.03 5.66 -3.18 0.4019
H -3.54 2.90 -3.63 0.2956
H -4.06 3.61 -2.09 0.3834
H -1.73 1.85 -2.59 -0.7834
H -2.31 2.17 -0.98 0.0452
O -5.79 -6.26 -4.91 -0.5938
C -4.94 -5.56 -5.39 0.5110
O -5.14 -4.29 -5.81 -0.4102
C -3.95 -3.76 -6.44 -0.3613
C -2.78 -4.65 -6.02 0.5050
C -3.55 -5.94 -5.66 -0.7181
H -3.86 -2.74 -6.05 0.1988
H -4.08 -3.72 -7.53 0.3172
H -2.41 -4.15 -5.08 -0.5811
H -1.92 -4.71 -6.70 0.5772
H -3.19 -6.40 -4.75 0.2608
H -3.39 -6.69 -6.44 0.3375
C -3.19 6.25 2.44 -0.9051
C -2.57 5.63 3.75 -0.9213
C -1.96 4.24 3.46 0.7890
S -2.79 3.67 2.00 0.6756
O -4.14 3.37 2.44 -0.7798
O -2.00 2.69 1.30 -0.1551
C -2.78 5.29 1.30 -0.7564
H -2.70 7.20 2.30 0.3627
H -4.22 6.40 2.56 0.3365
H -3.40 5.50 4.46 0.2206
H -1.83 6.23 4.19 0.5368
H -2.25 3.54 4.25 -0.0764
H -0.89 4.24 3.24 -0.4520
H -3.40 5.35 0.41 0.6030
H -1.79 5.57 0.99 0.3448
C 4.05 3.44 1.46 0.7963
C 4.50 4.53 2.39 -0.7738
C 3.26 5.36 2.85 -1.1796
S 1.81 4.76 2.06 1.4171
O 0.84 5.77 1.66 -0.8955
O 1.30 3.68 2.89 -0.5384
C 2.80 3.99 0.75 -0.2651
H 3.82 2.48 1.85 -0.9389
H 4.76 3.18 0.66 0.6030
H 5.17 5.17 1.88 0.4906
H 5.12 4.16 3.21 0.3416
H 3.47 6.38 2.61 0.4346
H 3.10 5.14 3.88 0.3234
H 3.06 4.78 0.05 0.5009
H 2.16 3.25 0.25 -0.3085
C -2.15 0.11 -6.93 -0.7046
C -1.59 -1.23 -6.54 0.6367
C -0.14 -1.18 -6.46 0.3411
S 0.48 0.05 -7.64 0.9694
O 1.01 -0.55 -8.81 -0.7431
O 1.30 1.08 -6.94 -0.5855
C -1.15 0.68 -7.97 -0.8715
H -2.33 0.79 -6.14 -0.0016
H -3.09 -0.02 -7.49 0.5045
H -1.90 -1.93 -7.29 0.4809
H -2.03 -1.64 -5.61 -0.9238
H 0.35 -2.14 -6.51 0.7133
H 0.18 -0.67 -5.52 -0.8034
H -1.41 0.30 -8.96 0.4716
H -1.23 1.78 -8.04 0.4196


# 2
6
Properties=species:S:1:pos:R:3:nbo_charge:R:1 method="wB97M-V/def2-TZVPD" gap_ev="10.950 / 7.400" charge=0 lumo_ev="0.916 / -3.558" e_homo_ev="-10.0 / -11.0" multiplicity=3 de_lowest_kcal_mol=129.7
C 0.76 0.49 0.00 0.4398
N -0.24 -0.07 0.83 -0.0222
O 1.68 1.10 0.36 -0.4078
O -1.74 -0.70 -0.67 -0.1496
O -1.14 -0.85 0.41 0.0300
H 0.67 0.03 -0.93 0.1098


# 3
75
Properties=species:S:1:pos:R:3:mulliken_spin:R:1 method="wB97M-V/def2-TZVPD" gap_ev="8.602 / 5.450" charge=+1 lumo_ev="-2.967 / -6.126" e_homo_ev="-11.6 / -11.6" multiplicity=5 de_lowest_kcal_mol=17.1
O -1.22 1.13 -1.20 0.0278
O -2.69 -2.92 -2.24 0.0001
C -2.51 1.68 -0.88 0.0035
C -2.54 3.20 -0.95 -0.0012
H -2.76 1.37 0.15 0.0012
H -3.28 1.24 -1.55 0.0010
H -1.83 3.69 -0.26 -0.0014
H -3.56 3.51 -0.70 0.0000
H -2.32 3.52 -1.98 0.0005
C -0.86 0.74 -2.53 0.0137
C -2.05 0.39 -3.38 0.0009
H -0.19 -0.13 -2.39 -0.0056
H -0.24 1.55 -2.87 -0.0009
H -2.60 -0.45 -2.90 -0.0001
H -1.66 0.08 -4.35 0.0005
H -2.67 1.27 -3.46 -0.0002
C -1.40 -3.46 -2.08 0.0006
C -3.64 -3.20 -1.20 -0.0001
C -0.66 -3.48 -3.40 -0.0001
H -1.44 -4.50 -1.67 0.0000
H -0.84 -2.86 -1.35 -0.0009
H -1.24 -3.97 -4.16 0.0000
H 0.29 -4.01 -3.32 0.0000
H -0.43 -2.47 -3.75 0.0001
C -5.03 -3.49 -1.74 0.0000
H -3.69 -2.32 -0.55 0.0000
H -3.30 -4.07 -0.59 0.0000
H -5.43 -2.68 -2.35 0.0000
H -5.72 -3.64 -0.89 0.0000
H -5.05 -4.42 -2.33 0.0000
H -0.20 0.49 0.71 0.0843
Co 1.46 0.85 0.61 2.8831
C -0.93 0.08 1.38 -0.1100
Si -0.70 -0.98 2.83 0.0085
H -1.51 0.96 1.66 -0.0230
H -1.53 -0.59 0.72 0.0027
C -2.53 -1.18 3.39 0.0051
C 0.25 -0.37 4.34 0.0004
C -0.15 -2.74 2.43 0.0044
C 1.26 2.49 -0.30 0.6150
Si 2.71 1.85 -1.34 0.0606
H 1.48 3.28 0.44 -0.0117
H 0.41 2.90 -0.88 0.0155
C 2.58 2.74 -2.99 0.0692
C 2.76 -0.01 -1.69 0.0294
C 4.34 2.31 -0.52 0.0228
H -0.30 -2.99 1.37 -0.0017
H -0.76 -3.41 3.05 0.0007
H 0.92 -2.88 2.68 -0.0021
H -2.98 -0.20 3.59 0.0000
H -2.59 -1.77 4.31 0.0004
H -3.13 -1.69 2.62 -0.0001
H 0.31 0.72 4.34 -0.0003
H 1.26 -0.80 4.37 -0.0007
H -0.30 -0.70 5.25 0.0000
H 3.06 -0.12 -2.74 0.0038
H 1.82 -0.57 -1.59 -0.0115
H 3.51 -0.54 -1.09 0.0033
H 5.13 2.34 -1.28 0.0040
H 4.65 1.60 0.26 -0.0061
H 4.27 3.30 -0.06 0.0012
H 3.55 2.78 -3.51 0.0077
H 2.26 3.78 -2.81 -0.0001
H 1.85 2.28 -3.66 -0.0046
S 2.41 -0.96 1.42 0.1795
C 3.03 0.30 2.40 0.0193
C 4.14 0.30 3.26 0.0044
C 4.47 1.48 3.94 0.0028
C 3.64 2.59 3.80 0.0176
C 2.54 2.55 2.96 -0.0031
N 2.28 1.44 2.22 0.0835
H 4.74 -0.61 3.29 0.0012
H 5.36 1.51 4.55 -0.0002
H 3.85 3.51 4.32 0.0022
H 1.87 3.37 2.83 0.0032